1.
DFT (the ωB97M-V functional and the def2-TZVPD basis) results for a structure of composition C34H64As4N2O4PReSi2.

The geometry in XYZ format:
```
112
Properties=species:S:1:pos:R:3:forces:R:3
Re 0.368 0.696 -0.471 -0.40 0.37 -0.08
O 1.738 2.546 4.490 -0.04 0.00 -0.31
C 2.756 1.707 4.221 0.10 0.08 -0.09
C 3.629 1.434 5.273 0.20 -0.09 0.14
C 4.707 0.589 5.085 0.10 -0.07 0.05
C 4.939 -0.008 3.841 0.01 0.04 0.09
C 4.058 0.248 2.809 0.15 0.20 0.08
C 2.956 1.093 2.968 0.07 0.13 -0.16
C 1.987 1.253 1.848 0.21 -0.22 0.16
O 1.933 0.332 0.912 -0.15 0.60 0.30
N 1.221 2.313 1.898 -0.52 -0.40 -1.09
N 0.351 2.304 0.765 -0.02 0.02 0.89
C -0.573 3.225 0.749 0.53 0.03 0.07
C -1.465 3.515 -0.320 -0.20 0.18 0.23
C -2.230 4.710 -0.175 0.12 -0.12 0.09
C -3.053 5.159 -1.168 -0.06 -0.12 -0.25
C -3.144 4.399 -2.359 -0.08 0.15 0.04
C -2.440 3.230 -2.519 -0.18 0.24 -0.08
C -1.587 2.744 -1.507 -0.19 0.02 0.13
O -1.013 1.590 -1.709 0.55 -0.09 -0.47
H 1.321 2.758 3.626 -0.14 0.04 0.12
H 3.446 1.920 6.230 0.04 -0.13 -0.23
H 5.386 0.398 5.915 -0.15 0.03 -0.18
H 5.795 -0.666 3.688 -0.22 0.18 0.05
H 4.209 -0.217 1.847 0.00 0.02 0.07
H -0.597 3.877 1.620 0.03 0.07 -0.06
H -2.133 5.278 0.752 0.01 -0.15 -0.21
H -3.620 6.078 -1.046 0.09 -0.19 -0.06
H -3.795 4.739 -3.164 0.13 -0.07 0.20
H -2.541 2.633 -3.419 0.01 0.08 0.07
C -0.355 -1.733 -3.254 -0.27 0.04 -0.05
As -0.243 -1.605 -1.335 0.27 -0.24 0.46
C 1.195 -2.851 -0.999 -0.18 0.00 0.22
C -1.730 -2.738 -0.784 -0.37 0.48 0.10
C -3.164 -2.167 -0.802 -0.02 0.02 -0.21
C -3.371 -1.266 -2.048 -0.02 -0.15 0.17
C -3.431 -1.376 0.491 -0.04 -0.24 -0.33
As -2.680 0.418 0.582 0.43 0.00 0.13
C -3.209 0.816 2.415 -0.03 -0.03 0.08
C -4.162 1.357 -0.271 -0.17 0.21 0.06
C -4.199 -3.312 -0.982 0.14 0.22 0.04
As -4.707 -4.811 0.188 -0.10 -0.16 -0.01
C -4.756 -4.083 2.006 0.00 0.05 -0.01
C -3.027 -5.808 0.306 0.10 -0.07 0.13
H -0.888 -0.881 -3.660 -0.04 0.10 -0.07
H -0.859 -2.652 -3.538 -0.04 -0.10 -0.06
H 0.656 -1.737 -3.627 0.37 0.02 -0.22
H 0.917 -3.847 -1.323 -0.04 -0.23 -0.06
H 1.432 -2.852 0.062 -0.02 0.05 0.01
H 2.061 -2.516 -1.547 0.31 0.09 -0.20
H -1.467 -3.099 0.203 0.02 -0.04 0.21
H -1.644 -3.563 -1.477 -0.04 -0.36 -0.27
H -2.700 -0.404 -2.060 0.10 0.04 0.04
H -4.395 -0.879 -2.079 0.11 -0.10 0.04
H -3.204 -1.827 -2.972 -0.03 -0.03 0.08
H -3.029 -1.901 1.348 0.09 -0.21 0.18
H -4.503 -1.262 0.648 -0.14 0.00 -0.01
H -4.156 0.323 2.654 0.11 0.07 -0.02
H -3.341 1.893 2.502 0.00 0.04 0.05
H -2.439 0.497 3.114 0.00 -0.03 -0.03
H -5.107 0.913 0.064 0.15 0.11 -0.07
H -4.097 1.307 -1.355 -0.03 0.02 0.06
H -4.128 2.407 0.032 -0.05 -0.08 -0.06
H -3.963 -3.833 -1.914 0.01 -0.01 -0.11
H -5.165 -2.843 -1.163 -0.14 0.15 -0.06
H -5.511 -3.300 2.082 0.00 -0.04 -0.03
H -3.804 -3.690 2.347 0.19 0.05 0.06
H -5.051 -4.906 2.654 -0.02 0.01 0.05
H -2.897 -6.405 -0.597 0.00 0.04 0.04
H -3.111 -6.489 1.155 0.04 0.00 -0.08
H -2.154 -5.174 0.444 0.02 -0.01 0.06
C 0.213 -3.774 2.718 0.17 -0.55 -0.08
P 0.083 -2.015 2.960 -0.12 0.55 -0.90
C -1.055 -1.806 4.309 -0.36 -0.02 0.42
C 1.674 -1.575 3.608 0.40 -0.01 0.34
O -0.324 -1.260 1.712 -0.02 -0.44 0.60
H 0.553 -4.249 3.646 -0.07 0.03 -0.20
H 0.937 -3.986 1.922 -0.13 0.00 0.18
H -0.748 -4.195 2.442 -0.18 -0.12 -0.09
H -0.713 -2.381 5.179 -0.11 0.13 -0.13
H -2.051 -2.150 4.015 0.07 0.06 0.08
H -1.101 -0.747 4.577 -0.02 -0.12 0.01
H 2.076 -2.398 4.218 -0.10 0.30 -0.16
H 1.600 -0.673 4.228 0.09 -0.24 -0.17
H 2.345 -1.367 2.769 -0.19 -0.22 0.24
C 4.584 -0.891 -0.791 0.23 -0.80 0.58
Si 4.269 0.591 -1.802 -0.47 -0.63 -0.40
C 4.763 2.135 -1.014 0.26 1.05 0.64
C 4.983 0.316 -3.468 0.52 -0.14 -0.71
As 1.967 0.767 -2.225 -0.38 0.44 0.48
Si 1.607 2.687 -3.598 -0.23 -0.63 0.20
C 0.189 2.276 -4.680 -0.67 -0.15 -0.52
C 1.312 4.110 -2.484 -0.20 0.71 0.60
C 3.075 3.013 -4.624 0.88 0.21 -0.65
H 5.672 -0.999 -0.625 -0.40 -0.05 -0.02
H 4.225 -1.782 -1.327 0.20 0.16 0.17
H 4.072 -0.849 0.176 0.10 -0.09 -0.35
H 5.860 2.161 -0.925 -0.23 0.10 0.05
H 4.320 2.191 -0.009 0.17 0.10 -0.17
H 4.433 3.010 -1.585 0.14 -0.08 0.14
H 6.036 0.640 -3.529 -0.34 -0.18 0.02
H 4.428 0.832 -4.253 0.15 -0.10 0.03
H 4.937 -0.764 -3.671 0.09 0.25 -0.09
H -0.543 1.677 -4.128 0.07 0.12 -0.18
H 0.544 1.702 -5.548 -0.18 0.12 0.18
H -0.307 3.191 -5.041 0.13 -0.28 0.03
H 0.956 3.798 -1.496 0.07 0.18 -0.21
H 0.550 4.772 -2.935 0.31 -0.15 0.22
H 2.245 4.678 -2.346 -0.30 -0.08 0.00
H 3.184 2.262 -5.421 0.03 0.31 0.18
H 4.012 3.054 -4.050 -0.21 0.09 -0.21
H 2.919 4.002 -5.095 0.15 -0.36 0.09
```
Positions in Å, forces in eV/Å.

Values from the calculation:
highest occupied orbital energy (alpha / beta): -10.11 / -9.94 eV
multiplicity: 2
energy relative to the best compared isomer or geometry (same formula, charge and spin): 119.00 kJ/mol
charge: +1
frontier orbital gap (alpha / beta): 6.00 / 6.26 eV
⟨S²⟩: 1.143

***

2.
DFT (the ωB97M-V functional and the def2-TZVPD basis) results for a cluster of 3 separate species, C34H64ClN3O10PS2 in total.

The geometry in XYZ format:
```
115
Properties=species:S:1:pos:R:3:forces:R:3
C 3.684 -2.761 1.054 0.53 -0.68 0.11
C 2.753 -2.459 -0.268 -0.49 -1.87 1.18
O 1.978 -1.236 -0.008 2.15 1.14 -2.94
C 2.471 -0.101 -0.853 -2.35 2.95 2.06
C 1.443 0.434 -2.062 1.12 -2.21 0.21
C -0.092 -0.076 -1.860 -0.40 -1.75 0.19
C -0.157 -1.666 -2.383 -1.17 -0.23 0.56
C -1.741 -2.147 -2.622 1.18 -0.06 -2.20
S -2.907 -1.587 -1.269 -1.11 0.61 -1.46
C -4.496 -1.079 -2.191 -0.95 0.07 -1.02
S -5.006 -1.893 -3.619 1.27 1.71 2.70
N -5.289 0.061 -1.567 -0.18 -2.34 -0.84
C -6.403 0.546 -2.470 -0.51 0.85 -0.52
C -7.159 1.860 -1.793 0.09 -0.10 -0.29
O -6.857 1.980 -0.338 -0.79 -2.30 -1.65
C -7.125 0.627 0.190 0.01 0.09 0.60
C -5.974 -0.445 -0.313 -0.60 -0.38 1.03
C 1.778 2.073 -2.147 -0.46 -2.61 -4.99
C 0.541 2.791 -2.932 -1.18 2.26 1.75
C 0.248 2.524 -4.478 -0.71 0.36 -1.58
C 0.511 1.096 -5.177 0.68 -0.69 -2.35
O -0.605 0.101 -5.034 1.28 0.34 -0.76
C 3.010 2.260 -3.250 4.49 1.01 -2.69
C 3.320 3.692 -4.062 2.06 -2.16 -0.51
C 4.585 3.844 -5.113 -1.45 -4.29 2.92
C 5.484 2.469 -5.270 -2.25 0.92 1.17
N 5.246 1.155 -4.613 -3.51 4.84 1.01
C 4.090 1.077 -3.672 -0.28 2.23 -0.46
N 2.023 2.492 -0.670 -1.10 -0.09 0.45
C 3.177 3.372 -0.313 3.95 2.02 1.95
Cl 3.182 5.106 -1.068 -0.55 -1.81 0.46
C 4.702 2.828 -0.567 1.45 0.40 -0.31
C 5.743 3.518 0.542 -0.44 0.98 -0.92
P 0.613 3.260 0.188 -6.06 2.85 6.61
O 0.821 3.446 1.745 0.58 -0.74 -5.47
O 0.101 4.790 -0.450 1.59 -2.85 1.16
O -0.884 2.303 0.114 2.99 1.42 -0.19
C 2.084 1.183 0.150 0.43 -4.85 2.54
C 2.930 1.041 1.527 1.35 0.37 1.05
H 3.517 -1.971 1.933 0.44 -1.56 -2.26
H 3.446 -3.819 1.546 0.45 2.25 -1.28
H 4.810 -2.819 0.706 -2.20 0.31 1.02
H 3.337 -2.447 -1.282 -1.02 0.22 2.02
H 1.964 -3.351 -0.330 1.62 2.03 -0.05
H 3.622 -0.041 -1.035 -2.18 -0.70 0.03
H 1.795 -0.251 -2.943 -0.62 2.30 0.92
H -0.912 0.479 -2.476 1.85 -0.75 1.04
H -0.473 -0.122 -0.748 0.99 0.40 -2.20
H 0.363 -1.817 -3.429 -0.94 0.38 2.16
H 0.270 -2.420 -1.585 -0.51 1.79 -1.61
H -1.730 -3.310 -2.778 -0.25 2.27 0.53
H -2.049 -1.670 -3.663 0.27 -0.91 2.38
H -7.225 -0.279 -2.618 1.72 1.36 0.01
H -5.938 0.901 -3.490 -1.06 -1.02 2.00
H -8.318 1.686 -1.898 2.17 0.47 0.07
H -6.842 2.844 -2.373 -0.62 -2.04 1.61
H -8.196 0.263 -0.137 2.04 0.71 0.46
H -7.143 0.710 1.364 0.22 -0.18 -2.41
H -5.201 -0.608 0.555 -1.41 0.23 -1.83
H -6.528 -1.456 -0.583 1.12 1.84 0.75
H -0.514 2.650 -2.387 2.50 0.02 -0.71
H 0.750 3.965 -2.826 -0.49 -2.46 -0.28
H -0.907 2.771 -4.673 2.51 -0.64 0.64
H 0.803 3.347 -5.146 -0.95 -2.04 1.57
H 1.561 0.582 -4.936 -2.34 1.28 -0.16
H 0.559 1.291 -6.356 0.04 -0.04 2.59
H -0.586 -0.542 -5.813 0.20 1.56 1.51
H 2.628 4.637 -3.861 1.68 -2.30 -0.52
H 4.828 4.863 -5.675 -0.62 -2.58 1.39
H 6.410 2.548 -6.018 -2.25 -0.49 1.95
H 3.946 -0.006 -3.185 0.47 2.69 -1.33
H 3.196 3.670 0.844 -0.87 -1.12 -2.61
H 5.077 3.240 -1.622 -1.04 -1.29 2.24
H 4.846 1.672 -0.484 -0.65 2.19 -0.38
H 5.608 4.696 0.412 0.35 -2.54 0.51
H 6.868 3.287 0.227 -2.61 0.26 0.83
H 5.501 3.218 1.647 0.57 0.45 -2.17
H 0.226 5.450 0.296 -0.03 -1.16 -0.89
H -1.225 2.133 1.050 1.16 0.61 -1.40
H 1.046 0.740 0.543 1.65 1.97 -1.46
H 4.064 0.740 1.322 -2.44 0.69 0.32
H 2.941 1.995 2.223 -0.21 -1.89 -1.58
H 2.488 0.164 2.199 0.69 1.97 -1.85
C -6.324 2.499 7.128 0.03 -0.17 0.13
O -6.646 1.316 6.403 -0.32 0.39 -0.17
C -7.978 1.338 5.883 0.41 -0.23 -0.30
C -8.006 1.771 4.413 -0.16 0.47 0.40
O -7.557 3.120 4.251 0.30 -0.52 0.10
C -6.185 3.197 3.878 -0.17 0.18 -0.07
H -5.236 2.575 7.195 -0.11 -0.12 0.00
H -6.704 3.401 6.641 -0.03 -0.08 -0.03
H -6.737 2.432 8.141 0.04 0.11 -0.04
H -8.622 1.979 6.497 0.09 0.03 -0.15
H -8.364 0.315 5.951 0.00 0.05 -0.01
H -9.039 1.733 4.055 0.01 -0.01 0.02
H -7.413 1.089 3.790 0.04 0.03 0.15
H -6.089 3.032 2.801 0.09 -0.02 -0.05
H -5.565 2.474 4.412 -0.09 -0.03 0.05
H -5.824 4.202 4.114 -0.14 -0.09 -0.05
C 3.262 -6.760 2.317 0.07 0.15 -0.10
O 4.577 -6.224 2.436 -0.19 -0.23 0.31
C 5.079 -6.298 3.773 0.39 -0.13 -0.32
C 5.986 -7.518 3.971 -0.53 -0.13 0.18
O 5.265 -8.744 3.811 0.16 0.50 -0.34
C 5.408 -9.294 2.506 -0.03 -0.21 0.16
H 3.079 -6.988 1.264 0.08 0.08 0.08
H 3.133 -7.677 2.897 0.06 0.07 0.00
H 2.531 -6.014 2.649 -0.08 -0.09 0.03
H 4.254 -6.296 4.497 0.08 -0.13 -0.08
H 5.672 -5.393 3.942 -0.01 -0.04 0.01
H 6.372 -7.506 4.995 -0.02 0.03 -0.02
H 6.846 -7.484 3.290 -0.15 0.05 -0.01
H 6.356 -9.839 2.441 0.00 0.00 -0.11
H 5.374 -8.533 1.724 0.01 0.04 0.08
H 4.587 -9.997 2.340 0.11 0.06 0.12
```
Positions in Å, forces in eV/Å.

Values from the calculation:
highest occupied orbital energy: -10.36 eV
charge: +1
frontier orbital gap: 6.92 eV